# 1
{"formula": "C4H6O2", "method": "ωB97M-V with the def2-TZVPD basis set", "elements": ["O", "C", "C", "C", "C", "O", "H", "H", "H", "H", "H", "H"], "xyz": [[1.45, -0.02, 1.37], [0.95, 0.91, 0.51], [0.00, -0.79, -0.92], [0.04, 0.58, -0.41], [-1.93, -0.28, 0.25], [-1.51, -1.26, -0.46], [2.29, 0.30, 1.72], [1.26, 1.94, 0.65], [0.13, -0.82, -2.01], [0.71, -1.46, -0.43], [-0.46, 1.36, -0.97], [-2.93, -0.46, 0.69]], "lowdin_charge": [-0.001, -0.207, -0.065, -0.228, 0.002, -0.093, 0.099, 0.116, 0.119, 0.115, 0.112, 0.033], "gap_ev": 8.017, "lumo_ev": 0.74, "fmax_ha_per_bohr": 0.0295, "charge": 0, "total_energy_ha": -306.3128, "molar_mass_g_mol": 86.090, "e_above_lowest_kj_mol": 507.91, "homo_energy_ev": -7.277}

---

# 2
{"formula": "H24HeO12", "method": "ωB97M-V with the def2-TZVPD basis set", "elements": ["He", "O", "H", "H", "O", "H", "H", "O", "H", "H", "O", "H", "H", "O", "H", "H", "O", "H", "H", "O", "H", "H", "O", "H", "H", "O", "H", "H", "O", "H", "H", "O", "H", "H", "O", "H", "H"], "xyz": [[-0.66, -0.44, -0.17], [-1.06, 0.44, 3.65], [-1.43, 0.84, 4.44], [-1.71, 0.61, 2.97], [0.17, -3.25, 2.01], [-0.19, -4.07, 2.35], [0.88, -3.53, 1.43], [-1.89, -2.92, 0.00], [-2.59, -2.87, 0.66], [-1.09, -3.00, 0.51], [0.85, 3.88, -0.63], [1.02, 4.27, -1.48], [0.25, 3.16, -0.81], [2.89, 0.87, -1.89], [2.65, 0.40, -1.09], [3.71, 0.47, -2.17], [-2.66, 1.59, 1.81], [-2.89, 2.45, 2.14], [-2.15, 1.76, 1.02], [-1.27, 2.04, -0.66], [-1.91, 2.32, -1.32], [-0.66, 1.48, -1.15], [-2.34, -2.23, -2.82], [-2.45, -3.05, -3.31], [-2.04, -2.50, -1.95], [1.07, 1.89, 2.40], [0.54, 1.24, 2.85], [0.51, 2.67, 2.36], [1.54, -2.21, -2.05], [1.32, -1.71, -1.26], [2.34, -2.70, -1.80], [2.30, -0.29, 0.56], [1.89, 0.28, 1.20], [2.70, -0.98, 1.09], [0.56, 1.35, -2.99], [1.42, 1.29, -2.58], [0.37, 0.47, -3.30]], "lowdin_charge": [0.174, -0.060, 0.047, -0.015, -0.037, 0.054, 0.044, -0.068, 0.050, -0.019, -0.058, 0.032, -0.035, -0.039, -0.009, 0.064, -0.043, 0.059, -0.002, -0.074, 0.077, -0.009, -0.067, 0.026, -0.029, -0.051, -0.011, 0.039, -0.046, -0.015, 0.031, -0.039, 0.022, 0.059, -0.058, -0.034, 0.040], "gap_ev": 10.452, "lumo_ev": -0.12, "fmax_ha_per_bohr": 0.0270, "charge": 0, "total_energy_ha": -920.1844, "molar_mass_g_mol": 220.183, "e_above_lowest_kj_mol": 64.77, "homo_energy_ev": -10.571}

---

# 3
{"formula": "C8H12O2", "method": "ωB97M-V with the def2-TZVPD basis set", "elements": ["C", "C", "C", "C", "C", "C", "C", "C", "O", "O", "H", "H", "H", "H", "H", "H", "H", "H", "H", "H", "H", "H"], "xyz": [[-0.15, 0.69, 0.31], [1.59, -0.37, -0.51], [0.65, 0.70, -0.99], [0.21, 1.72, 1.36], [1.85, -1.59, -1.34], [-2.21, 1.05, 0.11], [-0.14, -0.67, 0.62], [-0.66, -1.79, 1.07], [-3.03, -0.02, -0.12], [-2.68, 2.17, 0.07], [-3.93, 0.33, -0.23], [2.43, -0.02, 0.09], [0.05, 0.40, -1.85], [1.10, 1.68, -1.18], [-0.26, 2.67, 1.09], [-0.15, 1.43, 2.34], [1.29, 1.87, 1.40], [0.93, -2.01, -1.73], [2.38, -2.36, -0.76], [2.50, -1.35, -2.20], [-1.74, -1.88, 1.17], [-0.05, -2.65, 1.29]], "lowdin_charge": [-0.327, -0.157, -0.136, -0.034, -0.106, -0.343, -0.118, 0.053, 0.031, 0.030, 0.116, 0.113, 0.127, 0.119, 0.086, 0.093, 0.089, 0.080, 0.076, 0.081, 0.061, 0.066], "gap_ev": [8.344, 8.344], "lumo_ev": [0.67, 0.67], "fmax_ha_per_bohr": 0.0859, "charge": 0, "total_energy_ha": -462.3470, "molar_mass_g_mol": 140.182, "e_above_lowest_kj_mol": 418.26, "homo_energy_ev": [-7.676, -7.675]}

---

# 4
{"formula": "C31H39AsN4O3Sc", "method": "ωB97M-V with the def2-TZVPD basis set", "elements": ["Sc", "C", "N", "C", "C", "C", "N", "C", "C", "H", "H", "H", "H", "H", "H", "H", "H", "H", "H", "H", "H", "H", "H", "H", "H", "O", "As", "C", "C", "C", "C", "C", "C", "C", "C", "C", "C", "C", "C", "C", "C", "C", "C", "C", "C", "H", "H", "H", "H", "H", "H", "H", "H", "H", "H", "H", "H", "H", "H", "H", "O", "C", "N", "C", "O", "C", "C", "C", "C", "N", "C", "H", "H", "H", "H", "H", "H", "H", "H"], "xyz": [[0.11, 0.27, 1.40], [-2.72, 1.69, 2.37], [-1.65, 0.77, 2.76], [-2.16, -0.53, 3.22], [-0.91, 1.49, 3.84], [0.33, 0.77, 4.39], [1.41, 0.66, 3.36], [2.11, 1.97, 3.23], [2.37, -0.37, 3.80], [-3.24, 2.03, 3.26], [-3.35, 1.22, 1.59], [-2.36, 2.61, 1.95], [-2.90, -0.42, 4.03], [-1.32, -1.14, 3.60], [-2.64, -1.10, 2.41], [-1.56, 1.63, 4.68], [-0.72, 2.51, 3.54], [0.03, -0.24, 4.67], [0.63, 1.30, 5.30], [2.41, 2.26, 4.21], [1.52, 2.74, 2.74], [2.99, 1.82, 2.59], [2.94, -0.09, 4.74], [3.09, -0.60, 3.03], [1.85, -1.31, 3.99], [0.34, -1.56, 0.94], [-0.12, -2.39, -0.60], [-1.15, -3.93, -0.13], [-2.52, -3.77, -0.12], [-3.31, -4.86, 0.29], [-2.70, -6.08, 0.63], [-1.26, -6.24, 0.45], [-0.49, -5.13, 0.18], [1.45, -2.83, -1.55], [2.74, -2.39, -1.23], [3.82, -2.65, -2.11], [3.62, -3.25, -3.36], [2.35, -3.73, -3.64], [1.31, -3.55, -2.71], [-0.82, -0.81, -1.37], [-1.88, -0.12, -0.74], [-2.40, 1.05, -1.25], [-1.86, 1.55, -2.45], [-0.80, 0.94, -3.02], [-0.27, -0.26, -2.50], [-3.00, -2.85, -0.44], [-4.39, -4.70, 0.28], [-3.26, -6.92, 1.00], [-0.80, -7.14, 0.78], [0.59, -5.12, 0.16], [2.99, -1.99, -0.24], [4.82, -2.39, -1.80], [4.40, -3.32, -4.06], [2.17, -4.29, -4.50], [0.33, -4.00, -2.97], [-2.33, -0.58, 0.14], [-3.28, 1.51, -0.78], [-2.22, 2.49, -2.88], [-0.34, 1.38, -3.92], [0.57, -0.77, -2.99], [-2.28, 4.45, -3.78], [-1.20, 5.42, -3.64], [-0.09, 4.71, -3.10], [-0.14, 4.18, -1.85], [-1.11, 4.30, -1.14], [1.04, 3.37, -1.34], [2.31, 3.36, -1.81], [3.16, 2.43, -1.29], [2.71, 1.48, -0.36], [1.47, 1.57, 0.16], [0.66, 2.52, -0.32], [-3.02, 4.87, -4.20], [-1.50, 6.24, -2.97], [-0.97, 5.80, -4.63], [0.63, 4.31, -3.75], [2.68, 4.08, -2.56], [4.12, 2.26, -1.68], [3.34, 0.73, 0.02], [-0.37, 2.65, 0.04]], "lowdin_charge": [1.152, -0.047, -0.351, -0.039, -0.164, -0.154, -0.326, -0.044, -0.045, 0.118, 0.101, 0.099, 0.126, 0.094, 0.097, 0.137, 0.131, 0.120, 0.154, 0.103, 0.086, 0.099, 0.138, 0.089, 0.100, -0.509, 1.390, -0.327, -0.102, -0.033, 0.019, -0.007, -0.079, -0.363, -0.081, -0.034, -0.015, -0.019, -0.093, -0.337, -0.159, -0.026, -0.036, -0.032, -0.049, 0.103, 0.123, 0.117, 0.113, 0.116, 0.103, 0.116, 0.112, 0.103, 0.129, 0.087, 0.136, 0.107, 0.143, 0.125, -0.056, -0.181, 0.099, -0.437, 0.089, -0.089, 0.039, 0.021, -0.053, -0.026, -0.082, 0.097, 0.147, 0.135, 0.172, 0.158, 0.121, 0.110, 0.121], "gap_ev": 8.103, "lumo_ev": -8.85, "fmax_ha_per_bohr": 0.0552, "charge": 3, "total_energy_ha": -4645.0870, "molar_mass_g_mol": 635.556, "homo_energy_ev": -16.954}